Entry 1:
The following is a quantum chemistry calculation of a molecular structure, C20H48CuN5O7S4, from OMol25.

```
85
Properties=species:S:1:pos:R:3:mulliken_charge:R:1
Cu -3.08933 1.25260 -3.24798 0.48
N -0.42597 0.00110 -1.37303 0.35
O -0.60358 -0.99193 -0.69558 -0.21
O -1.33725 0.50422 -2.05307 0.04
O 0.63630 0.59616 -1.36378 -0.50
C 3.04764 2.87417 0.02306 -1.47
C 3.79701 1.64650 0.61485 0.16
N 4.37167 1.76595 1.93885 0.45
C 3.41404 2.04587 3.00223 -0.44
C 4.20021 2.80513 4.16164 -1.24
C 5.06280 0.54469 2.28672 -0.32
C 6.28907 0.24472 1.43084 -1.36
H 2.07395 3.13781 0.43600 0.18
H 2.71113 2.62085 -0.98227 0.44
H 3.66548 3.76598 -0.08213 0.42
H 3.03017 0.88717 0.76801 -0.02
H 4.56879 1.30091 -0.07292 0.39
H 2.63981 2.77851 2.77440 0.40
H 2.80524 1.18385 3.27497 0.39
H 4.70677 3.67927 3.75251 0.33
H 3.40726 3.10048 4.84874 0.43
H 4.87751 2.12251 4.67487 0.36
H 4.26588 -0.19203 2.38804 0.34
H 5.40258 0.57949 3.32182 0.34
H 6.82808 -0.53689 1.96625 0.43
H 6.99151 1.06500 1.28313 0.33
H 5.96093 -0.08989 0.44674 0.37
C 2.65304 -2.28966 0.46904 0.08
C 3.18335 -2.54454 1.84621 0.30
N 3.62935 -2.77436 2.88735 -0.47
H 2.90889 -1.27214 0.17359 -0.13
H 1.56402 -2.33222 0.45153 -0.16
H 3.12295 -3.01636 -0.19368 0.45
C -0.43758 0.21867 2.61932 0.94
C -0.11261 -0.37795 3.95444 0.01
N 0.15751 -0.86271 4.94361 -0.39
H -0.83492 -0.53739 1.94212 -0.48
H 0.48243 0.55446 2.14085 -0.45
H -0.94310 1.16634 2.80501 0.39
C 0.99151 -2.03848 -4.04084 -0.57
C 0.60998 -3.35839 -3.63678 0.47
N 0.28462 -4.38337 -3.23246 -0.43
H 0.37096 -1.22076 -3.67429 -0.06
H 0.84325 -1.89810 -5.11155 0.36
H 2.03452 -1.84066 -3.79367 0.29
C -0.31641 3.80958 -1.32851 -0.93
S -1.95964 4.23780 -1.96309 0.30
O -2.81894 2.95657 -1.91536 -0.11
C -2.54602 5.28227 -0.58591 -1.10
H 0.31243 3.31595 -2.06944 0.35
H -0.32991 3.30726 -0.36125 0.12
H 0.16204 4.77877 -1.18757 0.62
H -2.35926 4.74401 0.34333 0.32
H -3.59596 5.47978 -0.80210 0.38
H -1.96389 6.20150 -0.65094 0.46
C -2.84039 -3.18707 -2.42519 -0.31
S -4.24248 -2.25544 -3.07684 0.35
O -3.83353 -0.81426 -3.15317 -0.17
C -4.36379 -2.98841 -4.69069 -1.05
H -1.96428 -2.62518 -2.74893 -0.10
H -2.76662 -4.16773 -2.89524 0.61
H -2.97534 -3.37295 -1.35967 -0.10
H -3.60562 -2.58501 -5.36191 0.35
H -5.30298 -2.77982 -5.20304 0.38
H -4.26287 -4.07096 -4.61319 0.39
C -3.27961 0.71318 0.57399 -0.32
S -4.97560 0.97686 -0.16067 0.32
O -4.61177 1.10932 -1.63072 -0.42
C -5.12824 2.74981 0.45448 -0.54
H -3.30663 0.66466 1.66257 0.69
H -2.59172 1.48153 0.22105 -0.02
H -2.94890 -0.27931 0.26791 -0.24
H -5.11767 2.82216 1.54203 0.42
H -6.00250 3.26064 0.05098 0.38
H -4.21110 3.25510 0.15175 -0.22
C -2.37739 -3.29586 1.55003 -0.46
S -1.05955 -4.50814 1.73025 0.52
O -1.67743 -5.75469 2.31627 -0.65
C -0.73752 -4.78854 -0.03416 -0.59
H -2.59620 -2.75896 2.47305 0.37
H -3.21585 -3.84180 1.11755 0.48
H -2.20481 -2.45837 0.87407 -0.36
H -1.70136 -5.04880 -0.47164 0.23
H -0.09239 -5.62573 -0.30065 0.46
H -0.39628 -3.82468 -0.41182 -0.03
```

Its multiplicity is 3. For the HOMO energy (spin up / spin down), the calculation gives -12.25 / -12.25 eV. The expectation value of S² is 2.01. Its total energy is -4823.5303 a.u. As for the net charge: +2. As for the maximum force: 3.5 eV/Å. The frontier orbital gap (spin up / spin down) comes out at 6.055 / 2.801 eV.



Entry 2:
The following is a quantum chemistry calculation of 6 unconnected molecules or ions with the total composition C20H48F6N3O8, from OMol25.

```
85
Properties=species:S:1:pos:R:3:mulliken_charge:R:1
O -19.92774 -0.88528 19.00815 1.32
H -19.83381 -0.19794 18.34457 0.48
H -19.92206 -0.62026 19.93083 0.10
H -19.43306 -1.66454 18.74423 0.33
C -17.41499 -4.13873 18.21576 -0.34
O -16.80091 -4.04136 16.89807 -0.25
O -18.34517 -2.99520 18.23624 -0.55
C -17.95009 -5.59746 18.40689 0.86
F -18.36814 -5.76728 19.61039 -0.26
F -18.97634 -5.95679 17.64151 -0.25
F -16.97188 -6.50607 18.16246 -0.28
C -15.38979 -4.37394 16.77838 -0.18
C -15.07292 -3.98332 15.38709 -1.22
H -14.83357 -2.92093 15.34079 0.32
H -14.32271 -4.59471 14.88561 0.35
H -15.90188 -4.10271 14.68948 0.33
H -15.11837 -5.36778 17.13436 0.32
H -14.86255 -3.61716 17.35923 0.27
H -16.83767 -3.84951 19.09392 0.29
C -19.05564 1.33696 16.52109 -0.16
O -19.19045 1.39143 17.93764 -0.50
O -19.09979 -0.04456 16.26798 -0.91
C -20.01288 2.25216 15.72544 0.75
F -20.08453 3.53740 16.06867 -0.29
F -19.49760 2.40485 14.49086 -0.30
F -21.30876 1.82319 15.48591 -0.26
C -18.48358 2.49764 18.62279 -0.40
C -19.44614 2.94159 19.67231 -0.49
H -19.69238 2.09859 20.31794 -0.37
H -18.94753 3.72026 20.24951 0.47
H -20.45375 3.27060 19.41821 0.30
H -18.13477 3.37028 18.07059 0.41
H -17.54049 2.10846 19.00649 0.23
H -18.02519 1.65421 16.36108 0.25
C -25.63528 -1.40578 21.19720 -1.66
C -24.44338 -1.67560 20.25042 0.56
C -23.04654 -1.52422 20.97405 -0.38
O -22.33339 -0.36238 20.54495 0.21
C -22.63081 0.89682 21.08860 -0.76
N -24.57707 -3.02286 19.78774 -0.70
H -25.62324 -0.36207 21.51126 0.36
H -25.60283 -1.99935 22.11083 0.37
H -26.55450 -1.63047 20.65623 0.43
H -24.64342 -1.01925 19.40349 0.30
H -22.36201 -2.32996 20.70888 -0.11
H -23.22487 -1.49078 22.04884 0.49
H -22.01749 1.68731 20.65609 -0.16
H -22.47056 0.72723 22.15333 0.49
H -23.63988 1.24030 20.86078 0.27
H -23.78618 -3.24218 19.19911 0.36
H -24.57668 -3.67443 20.55946 0.31
C -23.59318 -2.49748 15.80437 -1.57
C -22.30859 -2.04095 16.44568 1.05
C -21.72962 -3.36291 17.07547 0.10
O -22.38219 -3.71253 18.28242 -0.57
C -21.86340 -4.77518 19.06330 -0.57
N -21.44809 -1.48503 15.41355 -0.73
H -24.32816 -1.73205 15.55534 0.40
H -24.03778 -3.18477 16.52414 0.34
H -23.38588 -3.04394 14.88431 0.38
H -22.45003 -1.23780 17.16889 0.15
H -20.77256 -3.10301 17.52779 -0.84
H -21.60105 -4.18490 16.37127 0.45
H -22.42498 -4.84272 19.99505 0.33
H -20.89532 -4.49033 19.47536 -0.02
H -21.99685 -5.71441 18.52651 0.29
H -20.51353 -1.27694 15.73512 0.24
H -21.89669 -0.63171 15.11237 0.27
C -19.14031 -2.47905 22.36997 -1.66
C -18.68969 -1.06441 22.24972 0.38
C -17.38384 -1.08468 21.38516 -0.50
O -16.98218 0.22639 21.27504 -0.25
C -15.74880 0.67519 21.86209 -0.88
N -19.65558 -0.39381 21.53017 -0.68
H -20.03352 -2.53816 22.99190 0.49
H -18.34255 -3.03376 22.86390 0.52
H -19.37273 -2.94429 21.41204 0.10
H -18.57218 -0.64772 23.25005 0.44
H -17.44653 -1.42266 20.35078 -0.16
H -16.61101 -1.59163 21.96295 0.68
H -15.93422 0.81973 22.92643 0.34
H -15.51647 1.64582 21.42393 0.21
H -14.88866 0.01985 21.72504 0.35
H -19.42204 0.58792 21.57238 0.15
H -20.46201 -0.48466 22.13143 0.04
```

Its multiplicity is 2. For the HOMO energy (spin up / spin down), the calculation gives -7.15 / -7.15 eV. The expectation value of S² is 0.75. Its total energy is -2155.8984 a.u. As for the maximum force: 4.9 eV/Å. The frontier orbital gap (spin up / spin down) comes out at 7.291 / 3.998 eV.



Entry 3:
The following is a quantum chemistry calculation of 8 unconnected molecules or ions with the total composition C20H48N8O8, from OMol25.

```
84
Properties=species:S:1:pos:R:3:mulliken_charge:R:1
C -2.02308 -0.01380 -3.43967 0.46
O -1.77279 1.17359 -3.41005 -0.71
N -2.07036 -0.72713 -4.50926 -0.43
N -2.11376 -0.76396 -2.41177 -0.11
H -1.72208 -0.32916 -5.36974 0.25
H -2.56589 -1.60686 -4.53423 0.13
H -2.73120 -1.55421 -2.53165 0.21
H -1.96448 -0.27316 -1.54175 0.07
C -4.75680 -1.41454 1.16451 0.64
O -5.50521 -0.70542 1.75750 -0.65
N -3.55402 -1.11319 0.72976 -0.04
N -4.96563 -2.68126 0.84828 -0.40
H -3.07923 -1.87561 0.26781 0.06
H -3.09162 -0.23394 0.91199 0.02
H -5.85413 -3.15864 0.79554 0.21
H -4.27155 -3.28176 0.42669 0.14
C -0.27747 0.45134 0.47202 0.85
O -1.07984 0.83292 1.31116 -0.79
N 0.56797 -0.53620 0.59803 -0.03
N -0.29671 0.95480 -0.76629 0.01
H 1.26403 -0.51295 -0.13345 0.24
H 0.77403 -0.85945 1.53245 0.06
H 0.47929 0.64679 -1.33468 0.01
H -0.78357 1.82657 -0.91827 0.03
C 1.29359 3.58950 -3.26690 0.73
O 1.90733 2.69728 -3.89064 -0.68
N 1.91824 4.58477 -2.70818 -0.49
N 0.06052 3.60845 -2.89111 -0.15
H 2.91103 4.40381 -2.66659 0.24
H 1.43203 5.07469 -1.97083 0.18
H -0.51924 2.80646 -3.09309 0.04
H -0.28621 4.38792 -2.35047 0.16
C 5.33829 -1.39256 4.60196 -0.53
C 4.84110 -0.18724 3.82709 -0.59
C 4.35052 -0.79344 2.52315 0.34
O 4.67570 -2.20967 2.56855 -0.42
C 5.68305 -2.41815 3.57194 -0.47
H 4.65295 -1.75422 5.36852 0.23
H 6.15982 -1.11099 5.26066 0.36
H 5.66979 0.48613 3.60810 0.33
H 4.06450 0.38848 4.33062 0.28
H 4.88754 -0.27770 1.72710 0.21
H 3.26915 -0.68413 2.44075 -0.25
H 6.70749 -2.32406 3.21167 0.26
H 5.64408 -3.46813 3.86198 0.31
C 2.86736 -1.97263 -3.58234 -0.67
C 3.83149 -0.81958 -3.32165 -0.61
C 3.46488 -0.39603 -1.95330 -0.48
O 2.07596 -0.66242 -1.80759 -0.46
C 1.61714 -1.29128 -2.94976 -0.48
H 3.18835 -2.90943 -3.12686 0.27
H 2.62378 -2.20411 -4.61925 0.35
H 3.68115 0.01485 -4.00665 0.21
H 4.89674 -1.04892 -3.34882 0.42
H 3.71195 0.60885 -1.61087 0.39
H 4.05140 -1.00139 -1.26218 0.15
H 1.16597 -0.55672 -3.61682 0.22
H 0.80001 -1.97867 -2.73091 0.32
C -0.69596 -3.19200 4.12936 -0.48
C -0.17420 -2.26286 5.12939 -0.68
C 0.58458 -1.26424 4.20495 -0.23
O 1.13008 -2.05041 3.19151 -0.42
C 0.38353 -3.32655 3.07880 -0.36
H -1.60871 -2.74285 3.73788 0.16
H -0.88922 -4.14057 4.63032 0.36
H 0.55482 -2.76339 5.76665 0.31
H -0.94282 -1.71659 5.67612 0.36
H 1.39418 -0.78729 4.75737 0.18
H -0.05130 -0.54191 3.69309 0.26
H 1.13782 -4.08859 3.27483 0.30
H -0.09099 -3.45707 2.10623 0.20
C -5.78283 3.46043 -1.11966 -0.65
C -4.64449 2.54972 -1.66079 -0.17
C -3.76923 3.52064 -2.32803 0.31
O -3.85967 4.73841 -1.69227 -0.45
C -4.94931 4.72451 -0.81925 -0.46
H -6.16061 3.13117 -0.15169 0.31
H -6.57990 3.63163 -1.84317 0.32
H -4.98828 1.74957 -2.31629 0.38
H -4.19964 2.12408 -0.76133 0.02
H -4.13396 3.63511 -3.34880 0.24
H -2.77794 3.12944 -2.55696 -0.33
H -5.58342 5.59322 -0.99632 0.27
H -4.54553 4.91201 0.17569 0.31
```

For the HOMO energy, the calculation gives -8.96 eV. Its total energy is -1830.8190 a.u. As for the maximum force: 5.9 eV/Å. The frontier orbital gap comes out at 9.117 eV. Its SMILES is C1CCOC1.C1CCOC1.C1CCOC1.C1CCOC1.NC(N)=O.NC(N)=O.NC(N)=O.NC(N)=O.



Number 1 is which compound?
C20H48CuN5O7S4